Entry 1:
# C60H152N8O20

12 unconnected molecules or ions with the total composition C60H152N8O20 in a non-equilibrium geometry (the ωB97M-V functional and the def2-TZVPD basis, OMol25).

The geometry in XYZ format:
```
240
Properties=species:S:1:pos:R:3:mulliken_charge:R:1
C -2.55 -8.08 -5.38 -0.736
O -2.35 -6.91 -4.59 -0.303
C -2.08 -5.80 -5.43 -0.872
C -1.51 -4.67 -4.56 0.318
N -0.26 -5.18 -4.07 -0.318
C 0.39 -4.39 -2.98 -1.475
C 0.71 -2.98 -3.52 0.576
O -0.33 -2.10 -3.21 0.731
C -0.19 -0.78 -3.63 -1.236
H -3.57 -8.11 -5.82 0.216
H -2.46 -8.86 -4.67 0.301
H -1.86 -8.07 -6.25 0.315
H -2.95 -5.36 -5.94 0.180
H -1.34 -6.11 -6.18 0.623
H -2.35 -4.44 -3.84 -0.123
H -1.40 -3.73 -5.16 -0.087
H -0.48 -6.15 -3.77 0.315
H 1.29 -4.88 -2.83 0.654
H -0.23 -4.29 -2.07 0.287
H 0.85 -2.90 -4.61 0.255
H 1.63 -2.65 -3.04 -0.652
H -0.12 -0.78 -4.74 0.975
H 0.70 -0.25 -3.26 0.476
H -1.16 -0.21 -3.44 -0.467
C -6.16 -6.72 -4.21 -0.698
O -5.45 -5.91 -5.11 -0.217
C -6.08 -4.69 -5.54 -0.874
C -5.12 -3.48 -5.49 -0.280
N -4.96 -3.12 -4.07 -0.304
C -4.01 -2.04 -3.83 -0.286
C -3.79 -1.90 -2.27 -0.191
O -3.39 -3.22 -1.91 -0.239
C -3.06 -3.34 -0.57 -0.882
H -6.80 -7.48 -4.63 0.249
H -6.76 -6.04 -3.57 0.360
H -5.34 -7.31 -3.82 0.159
H -6.95 -4.50 -4.90 0.423
H -6.46 -4.87 -6.53 0.433
H -5.68 -2.69 -6.07 0.323
H -4.11 -3.54 -6.01 0.149
H -4.49 -3.91 -3.65 0.355
H -4.39 -1.14 -4.33 0.503
H -3.05 -2.31 -4.24 -0.151
H -4.73 -1.67 -1.77 0.843
H -2.99 -1.19 -2.04 -0.336
H -3.89 -2.90 0.00 0.347
H -2.21 -2.71 -0.36 0.099
H -2.86 -4.36 -0.37 0.318
C -0.66 0.28 -8.39 -1.080
O -1.02 0.51 -7.10 -0.129
C -0.67 1.90 -6.67 -1.056
C -1.17 2.18 -5.27 1.633
N -2.64 2.24 -5.28 -0.501
C -3.07 2.65 -3.90 0.444
C -4.57 2.52 -3.70 -0.979
O -4.78 1.11 -3.38 0.022
C -6.08 0.86 -2.96 -0.841
H 0.38 0.56 -8.61 0.377
H -1.30 0.85 -9.04 0.380
H -0.80 -0.75 -8.70 0.292
H -1.16 2.56 -7.48 0.430
H 0.41 1.97 -6.73 0.386
H -0.77 3.15 -4.96 -0.418
H -0.84 1.42 -4.62 -0.942
H -2.93 1.28 -5.41 0.340
H -2.77 3.70 -3.77 0.180
H -2.51 2.07 -3.12 -0.142
H -5.13 2.82 -4.56 0.370
H -5.06 3.07 -2.87 0.269
H -6.06 -0.18 -2.47 0.141
H -6.76 0.79 -3.82 0.299
H -6.43 1.55 -2.20 0.407
C 0.68 4.28 10.52 -0.848
O 0.23 4.15 9.18 -0.337
C -0.64 3.10 9.02 -1.109
C -1.59 3.28 7.81 0.729
N -2.52 4.37 8.08 -0.314
C -3.24 4.96 6.96 -0.715
C -4.19 4.15 6.08 -0.696
O -3.43 3.43 5.06 0.022
C -4.15 2.57 4.21 -0.687
H -0.04 4.74 11.18 0.314
H 1.57 4.88 10.49 0.258
H 0.88 3.29 10.96 0.335
H -1.28 3.04 9.93 0.533
H -0.14 2.17 8.98 0.670
H -2.13 2.34 7.69 -0.099
H -0.97 3.45 6.90 -0.542
H -2.23 5.04 8.78 0.280
H -2.44 5.42 6.25 0.177
H -3.80 5.79 7.34 0.535
H -4.85 4.83 5.55 0.493
H -4.72 3.39 6.74 0.303
H -5.14 3.05 3.93 0.291
H -4.45 1.61 4.64 0.253
H -3.54 2.32 3.39 0.074
C 1.38 -4.88 4.68 -0.919
O 1.76 -3.54 4.71 -0.285
C 2.23 -3.09 3.43 -1.124
C 3.00 -1.76 3.65 0.941
N 4.07 -1.80 4.54 -0.349
C 4.91 -0.62 4.47 0.415
C 5.74 -0.57 5.68 -1.148
O 4.88 -0.26 6.71 -0.061
C 5.62 -0.06 7.93 -0.956
H 2.25 -5.54 4.85 0.268
H 0.97 -5.13 3.71 0.385
H 0.62 -4.95 5.50 0.223
H 1.45 -2.89 2.73 0.417
H 2.96 -3.77 3.02 0.595
H 2.26 -0.99 3.91 -0.551
H 3.52 -1.52 2.74 -0.010
H 3.82 -2.06 5.46 0.431
H 4.32 0.36 4.47 -0.231
H 5.59 -0.73 3.67 0.230
H 6.52 0.19 5.70 0.521
H 6.31 -1.53 5.93 0.417
H 4.86 -0.05 8.76 0.171
H 6.00 0.89 7.93 0.407
H 6.27 -0.93 8.05 0.363
C 1.66 1.31 6.53 0.590
O 1.41 0.39 7.61 -0.512
C 0.79 -0.85 7.33 0.655
C -0.68 -0.85 7.58 -1.258
N -1.48 -0.03 6.67 0.280
C -1.48 -0.50 5.28 -0.125
C -1.85 -1.92 4.96 -0.683
O -3.30 -2.06 5.21 -0.421
C -3.68 -3.37 4.81 -0.624
H 0.84 1.99 6.48 -0.410
H 1.80 0.81 5.53 -0.290
H 2.58 1.91 6.67 0.410
H 1.25 -1.59 7.93 0.484
H 0.98 -1.03 6.24 -0.685
H -0.92 -0.48 8.57 0.545
H -1.04 -1.88 7.47 0.341
H -2.41 -0.01 7.05 0.409
H -0.50 -0.33 4.81 -0.406
H -2.24 0.13 4.84 0.145
H -1.41 -2.75 5.47 0.250
H -1.68 -2.14 3.91 0.677
H -4.69 -3.56 5.08 0.328
H -3.02 -4.10 5.37 0.258
H -3.60 -3.58 3.71 0.150
C 2.00 -1.11 -6.94 -0.443
O 2.52 -2.14 -6.14 -0.190
C 3.93 -2.36 -6.34 -0.440
C 4.33 -3.42 -5.29 -0.914
N 4.14 -2.94 -3.98 0.641
C 4.53 -3.73 -2.81 -0.805
C 4.91 -2.80 -1.62 -0.819
O 3.86 -2.33 -0.86 -0.152
C 3.31 -3.29 0.16 -0.826
H 2.11 -0.05 -6.52 -0.005
H 0.96 -1.39 -7.20 0.029
H 2.58 -1.07 -7.89 0.482
H 4.44 -1.42 -6.13 0.127
H 4.19 -2.75 -7.34 0.457
H 5.30 -3.77 -5.37 0.562
H 3.71 -4.26 -5.45 0.399
H 3.35 -2.32 -3.79 -0.813
H 5.47 -4.17 -3.13 0.601
H 3.88 -4.57 -2.60 0.162
H 5.54 -1.94 -1.94 0.126
H 5.55 -3.37 -1.00 0.614
H 4.10 -3.41 0.90 0.309
H 3.00 -4.23 -0.22 0.489
H 2.42 -2.84 0.50 -0.030
C 4.97 2.55 -6.24 -0.892
O 4.14 1.65 -5.63 -0.172
C 4.51 1.31 -4.29 -1.348
C 3.22 0.76 -3.66 0.583
N 2.21 1.77 -3.47 0.584
C 2.39 2.70 -2.37 -0.819
C 1.27 3.71 -2.53 0.117
O 1.20 4.36 -3.79 -0.438
C 0.18 5.38 -3.75 -0.729
H 6.05 2.21 -6.28 0.295
H 5.06 3.48 -5.63 0.295
H 4.59 2.76 -7.22 0.246
H 4.87 2.29 -3.83 0.475
H 5.31 0.60 -4.35 0.622
H 3.41 0.35 -2.71 0.088
H 2.70 -0.01 -4.21 -0.467
H 1.98 2.32 -4.22 0.372
H 3.35 3.18 -2.37 0.453
H 2.14 2.27 -1.45 -0.240
H 1.40 4.47 -1.69 0.611
H 0.28 3.17 -2.43 -0.272
H -0.87 4.99 -3.60 0.160
H 0.36 5.97 -4.68 0.221
H 0.43 6.05 -2.96 0.450
C -3.09 6.69 -0.20 -1.506
C -2.68 5.30 0.33 1.117
C -3.36 4.19 -0.41 -1.043
O -1.28 5.12 0.24 -0.553
H -2.37 7.41 0.31 0.343
H -4.17 6.84 -0.05 0.396
H -2.92 6.76 -1.25 0.323
H -2.97 5.17 1.34 0.151
H -3.12 3.19 -0.01 0.056
H -3.07 4.22 -1.50 -0.107
H -4.47 4.31 -0.41 0.612
H -1.09 4.34 -0.27 0.134
C 4.86 2.07 1.63 -1.134
C 4.53 1.14 0.41 2.517
C 5.55 1.33 -0.73 -1.551
O 4.54 -0.25 0.90 -0.241
H 5.58 1.54 2.30 0.224
H 3.96 2.21 2.27 -0.122
H 5.27 2.98 1.27 0.619
H 3.59 1.38 -0.02 -1.023
H 5.27 0.94 -1.68 0.074
H 6.50 0.93 -0.29 0.333
H 5.61 2.43 -0.83 0.469
H 4.28 -0.84 0.20 0.163
C 1.97 3.58 3.55 -1.324
C 0.52 3.97 3.54 1.369
C 0.22 5.47 3.59 -1.643
O -0.09 3.33 2.44 -0.099
H 2.54 3.75 4.40 0.587
H 2.40 4.09 2.71 0.440
H 1.97 2.50 3.41 -0.119
H 0.06 3.51 4.40 -0.412
H 0.62 5.98 2.75 0.469
H 0.63 6.11 4.36 0.399
H -0.86 5.63 3.69 0.321
H -0.41 4.02 1.85 -0.132
C -1.07 0.76 -0.59 0.424
C -0.86 0.18 0.88 0.312
C 0.61 0.00 1.02 0.422
O -1.38 0.91 1.99 -0.147
H -0.26 1.42 -0.88 -0.367
H -2.01 1.34 -0.71 -0.021
H -1.06 -0.06 -1.34 -0.480
H -1.47 -0.69 0.79 0.176
H 1.06 1.05 0.93 -0.030
H 0.93 -0.50 0.15 -0.004
H 0.89 -0.52 1.96 -0.551
H -0.87 1.78 2.18 0.283
```

SMILES string: COCCNCCOC.COCCNCCOC.COCCNCCOC.COCCNCCOC.COCCNCCOC.COCCNCCOC.COCCNCCOC.COCCNCCOC.CC(C)O.CC(C)O.CC(C)O.CC(C)O
Strongest force on any atom, eV/Å: 4.30
Charge: 0
2S+1: 1
Frontier orbital gap, eV: 8.6
HOMO, eV: -8.0
ΔE to the lowest compared entry with this formula, charge and spin, kcal/mol: 115.14
Calculated total energy, eV: -117540.5234

---

Entry 2:
# C60H153N11O19

11 unconnected molecules or ions with the total composition C60H153N11O19 in a non-equilibrium geometry (the ωB97M-V functional and the def2-TZVPD basis, OMol25).

The geometry in XYZ format:
```
243
Properties=species:S:1:pos:R:3:mulliken_charge:R:1
C -14.79 25.44 -6.74 -0.256
O -14.32 26.70 -6.34 -0.380
C -13.74 27.46 -7.40 -1.214
C -12.41 26.93 -7.86 1.718
C -11.48 26.61 -6.68 -0.774
N -11.79 27.97 -8.69 -0.334
H -15.61 25.55 -7.47 0.345
H -15.10 24.88 -5.87 0.094
H -14.01 24.84 -7.24 -0.003
H -14.47 27.44 -8.24 0.423
H -13.79 28.49 -7.05 0.409
H -12.48 26.02 -8.46 -0.723
H -12.03 26.06 -5.91 0.304
H -11.05 27.51 -6.23 0.321
H -10.61 25.99 -6.91 -0.189
H -11.88 28.88 -8.26 0.327
H -10.88 27.75 -9.03 -0.199
C -13.58 22.68 -3.84 -0.673
O -12.60 22.08 -4.62 -0.408
C -11.89 22.98 -5.45 -0.110
C -10.47 22.48 -5.64 0.731
C -9.76 22.42 -4.30 -1.906
N -9.76 23.30 -6.64 0.880
H -14.36 23.14 -4.45 0.195
H -13.19 23.44 -3.15 0.309
H -14.00 21.89 -3.21 0.323
H -12.36 23.10 -6.44 0.131
H -11.83 23.98 -5.01 0.225
H -10.47 21.44 -6.01 0.099
H -10.23 21.72 -3.62 0.442
H -9.77 23.43 -3.87 0.333
H -8.74 22.07 -4.38 0.525
H -8.77 23.08 -6.52 0.051
H -9.98 22.97 -7.57 -1.403
C -7.77 26.19 -6.66 -0.848
O -6.37 26.01 -6.54 -0.223
C -5.88 24.89 -5.90 -0.131
C -4.34 24.84 -6.06 1.092
C -3.72 26.03 -5.37 -0.053
N -3.99 24.89 -7.51 -0.405
H -8.16 25.54 -7.45 0.099
H -8.05 27.23 -6.81 0.277
H -8.30 25.88 -5.74 0.425
H -6.02 24.81 -4.80 -0.160
H -6.26 23.89 -6.21 0.104
H -3.98 23.86 -5.74 0.017
H -4.21 26.92 -5.77 0.540
H -2.65 26.20 -5.40 -0.323
H -4.01 25.91 -4.31 -0.571
H -4.70 24.50 -8.12 0.016
H -3.80 25.83 -7.82 0.079
C 0.15 21.96 3.05 -0.936
O -0.13 22.70 1.92 -0.178
C 0.80 23.75 1.75 -1.160
C 0.48 24.61 0.56 0.208
N 0.65 23.92 -0.69 -0.285
C 0.48 24.76 -1.87 0.885
C 0.57 23.89 -3.09 -0.571
O -0.58 23.14 -3.30 -0.511
C -1.60 24.03 -3.66 0.879
H -0.10 22.48 3.99 0.337
H 1.21 21.67 3.09 0.340
H -0.52 21.10 3.04 0.245
H 1.79 23.32 1.52 0.393
H 0.93 24.37 2.64 0.464
H 1.16 25.47 0.62 0.466
H -0.53 25.06 0.62 -0.254
H 0.13 23.05 -0.70 0.200
H 1.22 25.56 -1.85 0.381
H -0.54 25.20 -1.83 -0.656
H 1.46 23.25 -3.04 0.540
H 0.87 24.48 -3.98 -0.127
H -1.21 25.04 -3.85 -0.030
H -2.26 24.22 -2.81 -0.266
H -2.15 23.68 -4.53 -0.384
C -5.00 28.95 -10.13 -0.396
O -5.56 30.07 -9.53 -0.429
C -6.82 29.91 -8.87 -0.270
C -8.00 30.02 -9.87 -0.875
N -8.46 28.66 -10.26 0.389
C -9.47 28.75 -11.30 -1.284
C -10.10 27.40 -11.46 2.579
O -11.20 27.40 -12.32 -0.535
C -12.17 26.44 -12.04 -0.437
H -4.75 28.17 -9.39 0.050
H -4.13 29.20 -10.72 0.342
H -5.69 28.44 -10.83 0.190
H -6.84 30.76 -8.20 0.333
H -6.88 28.96 -8.33 0.071
H -7.54 30.49 -10.75 0.368
H -8.80 30.65 -9.50 0.543
H -7.66 28.16 -10.62 -0.125
H -8.95 28.91 -12.26 0.481
H -10.21 29.52 -11.11 0.372
H -10.49 27.19 -10.47 -1.272
H -9.45 26.58 -11.79 -0.652
H -13.12 26.98 -12.18 0.340
H -12.20 26.21 -10.97 -0.039
H -12.16 25.56 -12.67 0.279
C -6.04 25.29 -1.79 -0.649
O -5.18 24.34 -1.17 -0.080
C -5.67 23.83 0.05 -0.817
C -4.46 23.29 0.80 -0.324
N -3.83 22.23 0.00 -0.262
C -2.76 21.58 0.73 -0.483
C -2.10 20.46 -0.04 -0.114
O -1.93 19.35 0.81 -0.416
C -1.04 18.43 0.24 -0.654
H -6.34 26.07 -1.08 0.393
H -6.94 24.76 -2.13 0.180
H -5.56 25.73 -2.66 0.106
H -6.39 23.04 -0.16 0.391
H -6.14 24.65 0.60 0.406
H -4.86 22.80 1.70 0.446
H -3.79 24.13 1.04 0.050
H -3.49 22.64 -0.86 0.201
H -3.15 21.17 1.67 0.326
H -2.03 22.35 1.04 0.194
H -1.11 20.82 -0.34 0.181
H -2.67 20.12 -0.91 0.319
H -1.34 18.20 -0.78 0.218
H -1.04 17.56 0.90 0.288
H -0.01 18.80 0.31 0.275
C -4.54 33.45 2.43 -0.739
O -4.14 32.14 2.12 -0.258
C -3.06 31.69 2.88 -0.876
C -2.45 30.47 2.19 -0.408
N -3.37 29.35 2.19 -0.451
C -3.35 28.59 0.93 -0.736
C -2.05 27.90 0.63 -0.291
O -2.04 27.41 -0.70 -0.338
C -2.73 26.21 -0.87 0.597
H -3.66 34.11 2.52 0.303
H -5.04 33.46 3.41 0.289
H -5.17 33.87 1.65 0.243
H -3.36 31.51 3.93 0.398
H -2.28 32.47 2.90 0.487
H -1.48 30.26 2.64 0.341
H -2.32 30.89 1.18 0.296
H -4.31 29.66 2.37 0.296
H -3.60 29.29 0.11 0.318
H -4.17 27.87 0.92 0.305
H -1.86 27.06 1.31 0.232
H -1.16 28.52 0.74 0.417
H -3.71 26.18 -0.38 0.071
H -2.16 25.31 -0.59 -0.311
H -2.97 26.15 -1.93 -0.331
C -8.40 24.14 -13.61 -0.434
O -7.15 23.94 -13.00 -0.204
C -6.44 22.85 -13.54 -0.417
C -5.35 22.42 -12.61 -0.926
N -5.79 21.64 -11.45 -0.228
C -6.75 22.24 -10.58 0.166
C -6.77 21.54 -9.23 -0.546
O -8.07 21.67 -8.61 0.331
C -9.00 20.67 -8.85 -0.968
H -8.37 24.17 -14.70 0.458
H -8.91 25.01 -13.19 -0.107
H -9.15 23.35 -13.38 0.169
H -6.16 22.89 -14.60 0.508
H -7.13 21.98 -13.59 0.307
H -4.72 23.22 -12.20 0.273
H -4.59 21.80 -13.11 0.422
H -5.97 20.69 -11.73 0.264
H -7.77 22.25 -11.00 -0.096
H -6.54 23.30 -10.45 0.148
H -6.16 22.03 -8.46 -0.173
H -6.54 20.47 -9.32 0.408
H -9.90 20.86 -8.25 0.112
H -8.65 19.69 -8.50 0.353
H -9.29 20.65 -9.91 0.399
C 1.31 23.73 -6.92 -0.859
O 0.79 24.98 -6.63 -0.097
C 0.40 25.71 -7.77 -0.743
C -0.61 26.80 -7.32 0.576
N -0.43 27.22 -5.90 -0.220
C 0.78 28.03 -5.69 -0.355
C 0.69 28.86 -4.43 -0.358
O 1.93 28.86 -3.78 -0.307
C 2.04 29.81 -2.75 -0.639
H 1.53 23.22 -5.98 0.185
H 2.22 23.71 -7.53 0.339
H 0.62 23.02 -7.40 0.255
H -0.15 25.00 -8.40 0.470
H 1.26 26.17 -8.27 0.333
H -1.59 26.33 -7.36 -0.892
H -0.56 27.67 -7.97 0.593
H -0.22 26.33 -5.46 -0.331
H 0.95 28.64 -6.58 0.353
H 1.67 27.39 -5.56 0.262
H -0.16 28.55 -3.81 0.264
H 0.46 29.89 -4.76 0.321
H 3.08 29.76 -2.43 0.267
H 1.42 29.61 -1.86 0.163
H 1.76 30.81 -3.09 0.320
C -4.33 17.77 -4.04 -0.525
O -3.47 17.69 -5.18 -0.378
C -3.93 18.46 -6.28 -0.342
C -2.82 18.49 -7.29 -0.886
N -1.70 19.28 -6.81 -0.075
C -1.64 20.66 -7.24 -0.204
C -1.06 20.84 -8.65 -0.790
O 0.35 20.97 -8.63 -0.401
C 1.07 19.85 -8.09 -0.700
H -3.69 18.02 -3.19 0.047
H -4.72 16.77 -3.82 0.237
H -5.06 18.56 -4.12 0.337
H -4.17 19.50 -6.02 0.315
H -4.83 17.96 -6.66 0.408
H -3.11 18.92 -8.26 0.371
H -2.52 17.46 -7.54 0.273
H -1.58 19.14 -5.82 0.307
H -1.05 21.25 -6.54 0.552
H -2.63 21.17 -7.31 -0.092
H -1.48 21.71 -9.14 0.318
H -1.28 19.96 -9.29 0.472
H 1.02 19.82 -7.00 0.248
H 2.11 20.00 -8.42 0.241
H 0.75 18.92 -8.57 0.321
C -9.25 24.38 -9.87 0.029
O -10.06 23.59 -10.65 0.405
C -11.28 23.30 -10.06 0.924
C -12.09 22.49 -11.08 -0.993
N -13.40 22.19 -10.53 -0.119
C -14.15 21.18 -11.25 -0.708
C -13.67 19.77 -11.19 -0.645
O -12.36 19.61 -11.71 -0.307
C -11.71 18.47 -11.21 -0.767
H -8.42 24.86 -10.39 0.674
H -8.81 23.84 -9.02 -0.258
H -9.82 25.08 -9.23 -0.224
H -11.84 24.23 -9.87 -0.690
H -11.14 22.65 -9.18 -0.361
H -11.57 21.55 -11.19 0.401
H -12.14 23.06 -12.02 0.267
H -13.99 23.00 -10.41 0.199
H -14.31 21.47 -12.31 0.364
H -15.19 21.14 -10.89 0.432
H -14.29 19.11 -11.80 0.362
H -13.67 19.39 -10.16 0.381
H -10.87 18.17 -11.84 0.241
H -12.38 17.60 -11.20 0.364
H -11.36 18.65 -10.19 0.273
```

SMILES string: COC[C@H](C)N.COC[C@H](C)N.COC[C@H](C)N.COCCNCCOC.COCCNCCOC.COCCNCCOC.COCCNCCOC.COCCNCCOC.COCCNCCOC.COCCNCCOC.COCCNCCOC
Strongest force on any atom, eV/Å: 2.91
Charge: 0
2S+1: 1
Frontier orbital gap, eV: 8.8
HOMO, eV: -8.3
ΔE to the lowest compared entry with this formula, charge and spin, kcal/mol: 59.22
Calculated total energy, eV: -119979.6496